Entry 1:
A molecular structure, C17H48N3O15SZn at a distorted geometry. Source: OMol25; level of theory: ωB97M-V with the def2-TZVPD basis set.

Properties
HOMO (hartree): -0.394
Charge: +1
Kohn-Sham gap (hartree): 0.2071
ΔE to the lowest compared entry with this formula, charge and spin (kJ/mol): 255.6

Positions of all 85 atoms, in Å:
C1 20.396 -4.418 1.921
N1 19.066 -3.902 2.585
C2 18.201 -3.446 1.409
C3 18.298 -4.956 3.373
C4 19.360 -2.570 3.419
C5 20.037 -2.700 4.776
O1 21.314 -3.241 4.780
H1 20.208 -5.218 1.206
H2 20.982 -4.883 2.715
H3 20.826 -3.523 1.472
H4 17.213 -3.186 1.787
H5 18.207 -4.174 0.597
H6 18.763 -2.590 1.037
H7 17.475 -4.322 3.704
H8 18.939 -5.359 4.157
H9 18.062 -5.780 2.701
H10 18.437 -1.998 3.516
H11 19.997 -2.012 2.731
H12 19.408 -3.315 5.420
H13 20.223 -1.703 5.176
H14 21.386 -3.659 5.641
Zn1 18.724 -6.644 7.415
S1 21.106 -5.657 7.313
O2 20.205 -6.145 6.256
O3 22.325 -6.425 7.273
O4 21.424 -4.260 7.187
O5 20.283 -6.001 8.443
C6 22.340 -1.189 8.136
C7 23.641 -1.917 7.596
O6 23.645 -3.279 7.919
O7 21.189 -1.544 7.420
H15 22.450 -0.106 8.193
H16 22.085 -1.656 9.087
H17 24.479 -1.416 8.080
H18 23.783 -1.707 6.536
H19 22.787 -3.633 7.675
H20 20.837 -2.409 7.645
C8 25.108 -8.069 7.884
C9 25.564 -6.595 7.510
O8 24.749 -5.957 6.570
O9 24.017 -8.010 8.791
H21 25.964 -8.599 8.302
H22 24.740 -8.770 7.135
H23 26.605 -6.696 7.204
H24 25.556 -6.048 8.453
H25 23.968 -5.759 7.092
H26 23.414 -7.435 8.315
C10 20.132 -10.756 8.420
C11 20.473 -9.244 8.459
O10 19.808 -8.562 7.451
O11 20.894 -11.463 9.374
H27 20.539 -11.164 7.496
H28 19.096 -11.062 8.569
H29 21.541 -9.092 8.302
H30 20.232 -8.701 9.373
H31 20.197 -8.785 6.603
H32 20.796 -10.924 10.162
C12 22.228 -7.402 4.031
C13 22.844 -8.526 4.763
O12 22.297 -8.706 6.129
O13 20.868 -7.521 3.868
H33 22.624 -7.285 3.023
H34 22.444 -6.460 4.536
H35 23.913 -8.362 4.896
H36 22.767 -9.443 4.179
H37 22.145 -7.824 6.475
H38 20.550 -7.201 4.715
O14 17.738 -7.441 9.067
C14 17.253 -8.386 9.737
N2 16.305 -9.009 9.113
C15 17.680 -8.833 11.109
H39 15.971 -9.925 9.378
H40 16.070 -8.572 8.233
H41 17.703 -8.037 11.853
H42 18.735 -9.062 10.956
H43 17.146 -9.664 11.569
O15 20.031 -5.078 12.927
C16 19.582 -5.416 11.842
N3 20.260 -6.313 11.179
C17 18.439 -4.816 11.099
H44 20.271 -6.328 10.169
H45 21.138 -6.571 11.605
H46 17.544 -5.430 11.206
H47 18.649 -4.643 10.044
H48 18.121 -3.904 11.604



Entry 2:
6 unconnected molecules or ions with the total composition C17H48N4O8 at a distorted geometry. Source: OMol25; level of theory: ωB97M-V with the def2-TZVPD basis set.

Properties
HOMO (hartree): -0.307
Charge: 0
Kohn-Sham gap (hartree): 0.3225
ΔE to the lowest compared entry with this formula, charge and spin (kJ/mol): 378.8

Positions of all 77 atoms, in Å:
O1 1.068 -0.933 -0.538
H1 1.632 -0.719 0.310
H2 0.890 -1.788 -0.591
H3 1.734 -0.850 -1.222
C1 1.387 -3.914 0.179
O2 0.690 -3.467 -0.705
O3 1.118 -5.154 0.529
O4 2.219 -3.336 0.745
H4 0.173 -5.526 0.070
C2 -2.926 -4.098 -1.319
C3 -2.985 -2.506 -1.346
C4 -4.242 -1.927 -0.938
O5 -5.205 -2.330 -1.882
C5 -6.405 -1.544 -1.943
N1 -1.900 -2.033 -0.460
H5 -3.605 -4.290 -2.139
H6 -3.334 -4.578 -0.445
H7 -1.997 -4.767 -1.649
H8 -2.803 -2.316 -2.396
H9 -4.272 -0.888 -1.060
H10 -4.611 -1.739 0.122
H11 -7.038 -1.729 -2.890
H12 -6.199 -0.422 -1.975
H13 -6.985 -1.775 -1.047
H14 -2.341 -2.071 0.490
H15 -1.006 -2.734 -0.418
C6 -0.357 5.408 -0.008
C7 -0.388 4.695 1.339
C8 -0.382 3.172 1.198
O6 -1.566 2.790 0.534
C9 -1.481 1.293 0.207
N2 0.894 5.025 1.894
H16 -1.116 5.014 -0.468
H17 0.438 5.491 -0.628
H18 -0.722 6.352 0.006
H19 -1.272 4.882 1.967
H20 -0.247 2.778 2.074
H21 0.558 2.921 0.888
H22 -2.287 0.901 -0.311
H23 -1.520 0.437 1.135
H24 -0.566 0.998 -0.322
H25 1.189 4.618 2.785
H26 1.058 5.982 1.918
C10 0.583 -0.833 2.692
C11 1.684 0.269 2.694
C12 2.590 0.295 3.913
O7 1.705 0.752 4.908
C13 2.109 0.475 6.217
N3 2.484 0.252 1.526
H27 0.053 -0.693 3.885
H28 0.857 -1.927 2.663
H29 0.079 -0.699 1.707
H30 1.121 1.303 2.883
H31 3.039 1.201 3.803
H32 2.959 -0.672 4.309
H33 3.006 0.810 6.471
H34 2.112 -0.701 6.402
H35 1.517 1.082 7.003
H36 3.087 -0.498 1.438
H37 3.236 1.029 1.554
C14 1.807 -1.561 -4.008
C15 2.867 -0.418 -3.584
C16 2.207 1.032 -3.492
O8 1.006 0.902 -2.760
C17 0.041 1.833 -2.980
N4 3.278 -0.681 -2.186
H38 2.559 -2.414 -3.793
H39 1.639 -1.299 -4.871
H40 0.976 -1.543 -3.466
H41 3.831 -0.343 -4.123
H42 2.118 1.366 -4.510
H43 2.863 1.722 -2.936
H44 0.481 2.685 -2.366
H45 -0.842 1.654 -2.600
H46 -0.180 2.069 -4.069
H47 4.022 -0.252 -1.891
H48 3.815 -1.524 -2.125



Entry 3:
5 unconnected molecules or ions with the total composition C17H48N6O5 at a distorted geometry. Source: OMol25; level of theory: ωB97M-V with the def2-TZVPD basis set.

Properties
HOMO (hartree): -0.333
Charge: 0
Kohn-Sham gap (hartree): 0.3451
SMILES: COC[C@H](C)N.COC[C@H](C)N.COC[C@H](C)N.COC[C@H](C)N.NC(N)=O
ΔE to the lowest compared entry with this formula, charge and spin (kJ/mol): 336.5

Positions of all 76 atoms, in Å:
C1 3.852 1.280 5.367
O1 2.979 1.436 6.470
C2 1.801 0.561 6.440
C3 1.119 0.772 7.832
C4 1.957 0.213 9.005
N1 -0.085 -0.009 7.876
H1 3.463 1.730 4.454
H2 4.051 0.237 5.124
H3 4.829 1.617 5.712
H4 1.105 0.832 5.647
H5 2.101 -0.474 6.274
H6 0.973 1.843 7.976
H7 1.459 0.171 9.974
H8 2.899 0.760 9.038
H9 2.254 -0.822 8.834
H10 0.178 -0.946 7.605
H11 -0.454 -0.035 8.816
C5 -3.783 2.850 3.095
O2 -4.593 1.789 2.567
C6 -4.003 0.473 2.776
C7 -4.918 -0.475 2.112
C8 -4.456 -1.932 1.887
N2 -5.335 -0.021 0.772
H12 -2.867 2.776 2.509
H13 -3.518 2.662 4.135
H14 -4.257 3.808 2.880
H15 -3.054 0.410 2.243
H16 -3.994 0.097 3.799
H17 -5.860 -0.396 2.653
H18 -3.845 -2.089 0.998
H19 -5.309 -2.608 1.823
H20 -4.000 -2.387 2.766
H21 -5.261 0.979 0.888
H22 -4.630 -0.243 0.084
C9 -4.727 7.576 -4.670
O3 -4.642 6.259 -4.136
C10 -3.356 5.971 -3.610
C11 -2.259 5.524 -4.595
C12 -2.683 4.216 -5.230
N3 -1.008 5.340 -3.862
H23 -4.391 8.306 -3.935
H24 -5.724 7.783 -5.059
H25 -4.033 7.832 -5.471
H26 -3.082 6.823 -2.987
H27 -3.595 5.137 -2.951
H28 -2.116 6.324 -5.322
H29 -2.038 4.157 -6.107
H30 -3.746 4.176 -5.466
H31 -2.640 3.301 -4.640
H32 -0.875 6.101 -3.212
H33 -0.324 5.431 -4.599
C13 4.117 -5.371 -3.000
O4 5.124 -6.292 -2.728
C14 4.863 -7.551 -3.322
C15 5.095 -7.608 -4.849
C16 4.986 -9.002 -5.472
N4 6.420 -7.222 -5.205
H34 3.834 -5.257 -4.047
H35 4.422 -4.511 -2.404
H36 3.168 -5.697 -2.574
H37 5.558 -8.282 -2.908
H38 3.863 -7.919 -3.091
H39 4.312 -7.058 -5.371
H40 5.755 -9.641 -5.037
H41 5.070 -9.226 -6.535
H42 4.055 -9.533 -5.275
H43 6.701 -6.314 -4.863
H44 6.527 -7.082 -6.199
N5 1.070 0.775 -2.459
C17 0.871 0.627 -1.195
N6 0.613 1.713 -0.565
O5 0.903 -0.450 -0.694
H45 0.770 1.591 -2.972
H46 1.435 0.012 -3.010
H47 0.518 2.473 -1.223
H48 0.391 1.714 0.421



Entry 4:
5 unconnected molecules or ions with the total composition C17H48N6O5 at a distorted geometry. Source: OMol25; level of theory: ωB97M-V with the def2-TZVPD basis set.

Properties
HOMO (hartree): -0.307
Charge: 0
Kohn-Sham gap (hartree): 0.3272
SMILES: COC[C@H](C)N.COC[C@H](C)N.COC[C@H](C)N.COC[C@H](C)N.NC(N)=O
ΔE to the lowest compared entry with this formula, charge and spin (kJ/mol): 1074.6

Positions of all 76 atoms, in Å:
C1 8.323 27.595 4.126
O1 9.165 28.752 4.053
C2 8.945 29.480 2.824
C3 10.013 30.593 2.651
C4 11.387 29.944 2.166
N1 10.275 31.262 3.894
H1 8.593 27.018 5.011
H2 8.491 27.063 3.190
H3 7.287 27.926 4.191
H4 8.991 28.891 1.908
H5 7.974 29.975 2.818
H6 9.686 31.450 2.062
H7 11.248 29.624 1.133
H8 11.660 29.207 2.921
H9 12.121 30.733 1.999
H10 10.865 30.662 4.452
H11 9.380 31.440 4.325
C5 13.777 30.878 3.709
O2 12.857 30.172 4.645
C6 12.654 30.821 5.972
C7 11.689 29.853 6.740
C8 11.072 30.435 8.010
N2 12.364 28.588 7.082
H12 13.544 30.611 2.679
H13 14.779 30.489 3.889
H14 13.945 31.912 4.013
H15 13.558 30.959 6.564
H16 12.229 31.794 5.723
H17 10.812 29.655 6.123
H18 10.674 31.429 7.806
H19 11.898 30.507 8.717
H20 10.365 29.680 8.356
H21 11.702 27.835 7.207
H22 12.776 28.388 6.182
C9 9.586 32.227 6.777
O3 9.188 32.707 5.514
C10 9.507 34.060 5.073
C11 8.508 34.551 4.017
C12 8.836 33.828 2.690
N3 8.542 35.975 3.743
H23 8.958 32.712 7.525
H24 10.632 32.421 7.014
H25 9.428 31.152 6.868
H26 9.549 34.635 5.998
H27 10.481 34.011 4.586
H28 7.451 34.510 4.281
H29 8.943 32.744 2.740
H30 9.801 34.113 2.271
H31 7.897 33.825 2.137
H32 8.686 36.631 4.497
H33 9.273 36.231 3.095
C13 13.657 38.407 4.640
O4 12.982 37.308 5.179
C14 13.762 36.164 5.448
C15 12.925 35.155 6.289
C16 13.706 33.927 6.679
N4 11.798 34.671 5.496
H34 13.880 38.139 3.607
H35 14.541 38.824 5.123
H36 12.909 39.191 4.527
H37 13.940 35.599 4.532
H38 14.650 36.461 6.006
H39 12.631 35.682 7.196
H40 14.239 33.527 5.817
H41 12.997 33.218 7.106
H42 14.384 34.010 7.529
H43 11.063 35.340 5.676
H44 11.532 33.772 5.872
N5 11.869 32.979 3.756
C17 12.887 33.158 3.094
N6 13.732 34.067 3.518
O5 13.131 32.453 2.191
H45 11.406 32.096 3.594
H46 11.355 33.734 4.186
H47 13.692 34.402 4.470
H48 14.467 34.393 2.906



Entry 5:
A molecular structure, C17H49Li2O14 at a distorted geometry. Source: OMol25; level of theory: ωB97M-V with the def2-TZVPD basis set.

Properties
HOMO (hartree): -0.430
Charge: +1
Kohn-Sham gap (hartree): 0.3272
ΔE to the lowest compared entry with this formula, charge and spin (kJ/mol): 0.0

Positions of all 82 atoms, in Å:
Li1 -0.917 0.858 -2.619
Li2 2.656 0.500 -2.027
C1 0.145 0.456 1.030
C2 0.452 -0.354 -0.235
O1 0.677 0.434 -1.357
H1 -0.618 1.216 0.833
H2 1.075 0.982 1.257
H3 -0.205 -0.129 1.880
H4 -0.324 -1.108 -0.434
H5 1.347 -0.937 0.035
C3 -4.660 0.663 2.201
C4 -3.413 1.367 2.670
C5 -3.039 2.554 1.767
O2 -3.647 1.811 4.002
H6 -4.545 0.211 1.213
H7 -5.494 1.367 2.156
H8 -4.948 -0.147 2.874
H9 -2.577 0.655 2.720
H10 -3.133 2.308 0.709
H11 -1.979 2.756 1.962
H12 -3.569 3.460 2.052
H13 -2.816 1.994 4.448
C6 3.729 1.636 2.688
C7 3.352 0.228 3.077
O3 4.324 -0.344 3.950
O4 4.915 1.637 1.851
H14 3.995 2.216 3.575
H15 2.943 2.132 2.123
H16 3.373 -0.431 2.206
H17 2.363 0.166 3.539
H18 4.550 0.258 4.668
H19 5.610 1.223 2.380
C8 4.743 -1.047 -2.099
C9 4.535 -0.811 -0.609
O5 3.930 0.470 -0.487
O6 3.428 -1.176 -2.721
H20 5.307 -1.951 -2.327
H21 5.298 -0.216 -2.540
H22 5.502 -0.902 -0.108
H23 3.901 -1.608 -0.204
H24 4.076 0.800 0.427
H25 3.539 -1.517 -3.615
C10 0.735 -4.467 -3.247
C11 0.791 -3.470 -2.089
O7 1.984 -3.532 -1.339
O8 0.410 -5.765 -2.772
H26 1.684 -4.518 -3.794
H27 -0.047 -4.099 -3.923
H28 -0.062 -3.673 -1.444
H29 0.677 -2.462 -2.512
H30 2.731 -3.473 -1.938
H31 -0.119 -6.211 -3.438
C12 -3.244 0.134 -1.456
C13 -3.530 1.521 -1.940
O9 -2.321 2.312 -1.926
O10 -2.534 -0.577 -2.478
H32 -4.184 -0.336 -1.167
H33 -2.594 0.220 -0.575
H34 -4.322 2.005 -1.363
H35 -3.907 1.512 -2.970
H36 -2.516 3.165 -2.335
H37 -2.621 -1.525 -2.328
C14 0.344 5.426 -1.296
C15 0.230 4.044 -0.724
O11 1.199 3.171 -1.279
O12 -0.293 5.519 -2.574
H38 1.362 5.811 -1.390
H39 -0.189 6.138 -0.666
H40 -0.816 3.731 -0.803
H41 0.440 4.077 0.358
H42 0.974 2.237 -1.104
H43 0.111 4.908 -3.196
C16 -3.210 -3.198 1.066
C17 -1.964 -2.860 1.840
O13 -1.789 -3.744 2.927
O14 -2.949 -4.119 -0.021
H44 -3.603 -2.330 0.526
H45 -4.028 -3.621 1.654
H46 -1.948 -1.817 2.182
H47 -1.123 -2.918 1.137
H48 -0.862 -3.915 3.107
H49 -2.775 -4.982 0.379



Entry 6:
A molecular structure, C17H49O8S7 at a distorted geometry. Source: OMol25; level of theory: ωB97M-V with the def2-TZVPD basis set.

Properties
HOMO (hartree): -0.145
Charge: -1
Kohn-Sham gap (hartree): 0.2182
ΔE to the lowest compared entry with this formula, charge and spin (kJ/mol): 1278.2

Positions of all 81 atoms, in Å:
C1 -0.942 0.157 1.121
C2 0.181 -0.104 0.134
C3 -0.249 -0.905 -1.057
O1 0.882 1.037 -0.251
H1 -0.600 0.665 2.023
H2 -1.476 -0.735 1.451
H3 -1.669 0.744 0.560
H4 0.882 -0.661 0.756
H5 0.518 -1.129 -1.797
H6 -1.022 -0.356 -1.595
H7 -0.605 -1.905 -0.810
C4 2.965 2.586 -0.088
S1 4.319 1.979 0.984
O2 5.469 2.418 0.086
C5 3.911 0.185 0.751
H8 2.634 3.579 0.216
H9 2.113 1.926 0.075
H10 3.129 2.724 -1.157
H11 4.616 -0.531 1.174
H12 3.871 -0.113 -0.297
H13 2.977 -0.093 1.239
C6 -0.690 1.170 -5.678
S2 0.384 1.084 -4.118
O3 -0.428 1.759 -2.987
C7 0.260 -0.716 -3.731
H14 -0.467 2.103 -6.195
H15 -1.764 1.017 -5.572
H16 -0.460 0.340 -6.346
H17 0.669 -0.872 -2.733
H18 0.791 -1.140 -4.583
H19 -0.811 -0.916 -3.697
C8 0.475 -2.851 1.809
S3 2.159 -3.096 2.494
O4 3.026 -3.883 1.422
C9 2.830 -1.398 2.264
H20 -0.286 -3.258 2.475
H21 0.279 -3.084 0.762
H22 0.219 -1.803 1.962
H23 2.443 -0.562 2.847
H24 2.680 -1.313 1.188
H25 3.905 -1.468 2.430
C10 2.241 -2.303 -1.046
S4 3.981 -1.573 -1.183
O5 4.370 -1.405 -2.606
C11 5.091 -2.931 -0.541
H26 2.160 -3.294 -1.491
H27 1.702 -1.592 -1.672
H28 2.058 -2.369 0.027
H29 6.113 -2.645 -0.791
H30 4.909 -3.885 -1.034
H31 4.855 -2.909 0.523
C12 -2.522 0.710 3.353
S5 -2.189 -0.042 5.028
O6 -3.541 -0.657 5.262
C13 -1.212 -1.370 4.031
H32 -1.701 1.228 2.857
H33 -3.357 1.341 3.658
H34 -3.002 0.068 2.613
H35 -0.502 -0.895 3.354
H36 -1.760 -2.074 3.405
H37 -0.637 -1.893 4.795
C14 -5.195 -0.659 -1.441
S6 -4.521 1.046 -1.187
O7 -4.517 1.701 -2.573
C15 -2.832 0.543 -0.993
H38 -5.289 -1.145 -0.470
H39 -4.588 -1.125 -2.218
H40 -6.194 -0.572 -1.868
H41 -2.773 0.141 0.018
H42 -2.245 1.430 -1.235
H43 -2.488 -0.116 -1.790
C16 -1.773 2.710 1.702
S7 -2.461 2.728 0.003
O8 -1.211 2.669 -0.804
C17 -3.283 4.372 0.135
H44 -2.437 2.359 2.491
H45 -1.328 3.644 2.047
H46 -0.989 1.953 1.685
H47 -3.784 4.543 1.087
H48 -3.787 4.571 -0.811
H49 -2.484 5.115 0.148



- Which value of Kohn-Sham gap does entry 1 give?
  0.2071 hartree